ORCA calculation (ωB97M-V/def2-TZVPD) on C46H48N4O5SeSiTi as an isolated structure.

```
106
Properties=species:S:1:pos:R:3:forces:R:3
Ti -0.5952 1.3009 0.9015 -0.6 1.6 -1.5
C -1.7278 -1.3572 -1.5326 0.5 -1.4 0.6
C -2.8939 -0.4392 -1.6341 -0.3 0.6 -0.8
C -3.6754 -0.3546 -2.8089 -0.7 0.5 0.8
C -4.6269 0.6954 -2.9739 0.4 -1.2 -0.7
C -4.7948 1.6379 -1.9699 0.5 -0.8 0.8
C -4.2151 1.3868 -0.7090 0.0 -0.1 -1.0
C -4.7898 2.0350 0.4920 0.9 -0.4 0.4
C -3.2358 0.4164 -0.5951 1.0 0.5 0.1
N -2.4176 0.4277 0.6042 1.7 0.2 0.9
C -2.9084 -0.2724 1.6740 -2.4 -1.3 -1.2
O -4.0739 -0.6919 1.6784 1.8 0.2 0.8
C -1.9960 -0.3986 2.8505 0.1 -1.9 0.3
C -2.3723 -1.0814 4.0432 -1.1 0.9 -1.6
C -1.7682 -0.6787 5.1874 1.5 0.6 -0.6
C -0.8908 0.4338 5.1272 0.6 0.3 0.9
C -0.5703 1.0027 3.8976 0.7 -2.0 0.3
N -0.8424 0.2921 2.7456 -3.0 2.3 1.1
C -0.0009 2.3487 3.6552 1.7 1.9 0.6
O 0.2761 3.1304 4.5762 -0.7 -1.5 -1.2
N 0.1977 2.6442 2.3037 -1.7 -2.2 0.3
C 0.8306 3.8635 2.0270 2.3 0.8 0.1
C 2.2351 3.9754 2.3019 -0.4 -1.0 -0.3
C 2.9870 2.7894 2.9495 -0.5 0.4 -1.4
C 2.9222 5.1392 1.9720 -1.0 -0.5 0.9
C 2.2200 6.2543 1.5554 -0.2 0.9 -0.4
C 0.8592 6.1326 1.3114 -0.1 1.9 -0.5
C 0.1653 4.9757 1.5340 -0.8 -1.3 0.1
C -1.3232 4.9881 1.3304 -0.5 1.0 0.6
H -1.7365 -2.0471 -2.3778 0.1 0.1 -0.1
H -1.7499 -2.0389 -0.6386 0.0 0.7 -0.5
H -0.7382 -0.8456 -1.5457 -0.8 -0.1 0.0
H -3.5969 -1.1847 -3.5071 0.1 0.4 -0.2
H -5.3011 0.6792 -3.8656 0.9 0.3 0.7
H -5.3747 2.5418 -2.0805 -0.5 -0.2 -0.1
H -5.5187 2.6717 0.0369 -0.9 0.7 0.9
H -4.0411 2.5656 1.0935 -0.2 0.3 -0.2
H -5.1484 1.2090 1.1445 -0.4 0.8 -0.5
H -3.2416 -1.7498 4.1083 0.5 0.3 -0.6
H -2.0029 -1.2372 6.0555 0.1 0.0 1.1
H -0.4039 0.8111 6.0573 -0.8 0.1 -1.0
H 2.8374 1.8833 2.3030 0.0 0.5 0.9
H 2.6294 2.6711 3.9719 0.0 -0.4 -0.1
H 4.0600 2.9737 2.9708 0.0 0.1 0.0
H 3.9513 5.1433 2.2296 0.9 0.4 0.0
H 2.6909 7.2511 1.4733 -0.2 -0.8 -0.2
H 0.2413 7.0016 0.9551 0.9 -0.8 0.4
H -1.5998 4.9892 0.2653 0.0 -0.5 0.4
H -1.6318 5.9921 1.6965 -0.2 -0.6 -0.2
H -1.8672 4.2502 1.9685 0.4 0.4 -0.8
O -0.4270 4.2522 -1.8546 0.2 -2.1 -0.3
C -0.4830 3.0294 -1.8444 -1.1 1.4 1.9
O -0.5632 2.3403 -0.6768 0.4 -0.4 0.5
C -0.6554 2.1926 -3.0620 1.0 -1.0 -2.0
C -1.2366 2.8236 -4.2054 0.7 0.3 0.5
C -1.1501 2.2296 -5.4333 0.1 -1.6 1.1
C -0.5827 0.9024 -5.5682 2.5 0.2 1.1
C -0.1657 0.2912 -6.7936 -0.3 -0.2 0.3
C 0.5365 -0.9046 -6.7740 0.2 1.3 0.1
C 0.8594 -1.5139 -5.5690 -0.1 -0.7 1.9
C 0.5287 -0.9843 -4.3006 0.9 0.0 -2.3
C 0.0415 0.3338 -4.3347 -3.1 1.1 -0.1
N -0.0679 1.0027 -3.1373 -0.2 0.7 0.4
H -1.5417 3.8645 -4.0548 -0.2 -0.5 -0.3
H -1.5724 2.7376 -6.2541 -0.2 0.4 -1.1
H -0.3241 0.7957 -7.7406 -0.3 0.0 0.1
H 1.0269 -1.3189 -7.6481 -0.5 0.1 -0.2
H 1.4329 -2.4329 -5.6608 -0.3 -0.1 0.4
H 0.7206 -1.4855 -3.3492 0.1 0.2 -0.4
C -2.6007 -7.3312 0.0435 1.1 -0.5 -0.8
Si -1.7006 -6.4362 1.4689 1.0 -1.4 -0.5
C -2.9242 -6.1786 2.7937 -2.2 -0.8 1.9
C -0.1670 -7.5002 2.0412 -0.5 0.3 -0.2
Se -0.8863 -4.4776 1.2621 1.0 2.2 -0.8
H -3.3844 -7.9024 0.5291 -0.2 -0.4 0.0
H -1.9006 -8.0636 -0.5049 -1.1 1.1 0.7
H -3.0890 -6.6658 -0.6951 0.4 -0.3 0.4
H -3.8475 -6.8635 2.7560 1.1 1.0 0.0
H -3.2295 -5.1210 2.8750 -0.1 -0.5 -0.5
H -2.4673 -6.3547 3.7808 0.0 -0.2 -0.2
H -0.2194 -8.5725 1.9046 -0.3 -0.5 0.0
H 0.0086 -7.3244 3.1124 0.1 0.2 -0.3
H 0.6973 -7.1687 1.4438 -0.3 0.1 0.4
C 7.2095 -1.3780 0.3737 -0.2 0.6 1.1
C 5.7378 -0.9803 0.3790 -0.2 0.6 -1.0
C 4.7946 -1.0895 1.4038 -0.9 -0.7 1.6
C 3.3918 -0.9686 1.2274 0.8 0.8 -1.1
C 2.3917 -1.2374 2.3298 0.6 0.8 0.2
C 2.9890 -0.5258 -0.0948 -0.5 -0.1 0.1
C 1.7204 0.0002 -0.4408 -1.2 -1.5 0.7
O 0.6958 0.1075 0.3756 2.4 -0.2 -1.0
C 3.9463 -0.4181 -1.1691 -0.2 1.8 0.9
C 3.5472 0.0560 -2.5417 0.6 -0.8 0.2
C 5.2773 -0.4792 -0.8516 0.6 -1.0 -1.0
H 7.4089 -2.0094 -0.5136 0.0 0.4 0.5
H 7.4172 -1.9432 1.2954 0.2 0.2 -0.4
H 7.8564 -0.4518 0.3655 -0.6 -1.0 -0.1
H 5.0958 -1.2874 2.4537 0.1 -0.3 -0.9
H 2.8611 -1.6875 3.1850 0.7 0.2 0.5
H 1.6765 -1.9980 2.1013 -0.8 -0.2 -0.9
H 1.8778 -0.3110 2.6609 0.2 -0.5 -0.3
H 1.5170 0.1883 -1.5152 -0.2 0.4 0.8
H 3.1854 1.0757 -2.5895 -0.2 0.1 0.1
H 2.8623 -0.6534 -2.9726 -0.6 0.0 -0.3
H 4.4211 -0.0274 -3.1616 0.5 0.2 -0.4
H 6.0210 -0.3041 -1.6598 -0.6 -0.2 0.6
```
Positions in Å, forces in eV/Å.

Output
Spin multiplicity   1
Total energy   -161019.2428 eV
HOMO energy (spin up / spin down)   -5.908 / -5.279 eV
Largest force on an atom   3.94 eV Å⁻¹
Kohn-Sham gap (spin up / spin down)   3.4 / 2.4 eV

***

ORCA calculation (ωB97M-V/def2-TZVPD) on C46H50AsN8O9Ti as an isolated structure.

```
115
Properties=species:S:1:pos:R:3:forces:R:3
Ti -0.4336 0.1048 0.1307 0.8 -1.8 -2.3
O 3.1253 2.6835 0.7940 0.2 0.1 0.0
C 3.1994 2.5166 2.1351 0.1 0.0 -0.2
C 4.2292 3.1886 2.7946 0.0 0.0 0.0
C 4.3684 3.0824 4.1643 0.0 0.0 0.0
C 3.4868 2.2980 4.9057 0.0 0.0 0.0
C 2.4635 1.6379 4.2525 0.0 0.0 0.1
C 2.3015 1.7387 2.8723 -0.1 -0.2 -0.1
C 1.1591 1.0669 2.2129 0.1 0.2 0.0
O 1.2134 0.8760 0.9160 0.2 0.4 0.6
N 0.1238 0.7775 2.9261 -0.6 -0.1 0.2
N -0.9067 0.3185 2.0923 0.7 0.6 0.7
C -1.9838 -0.0783 2.6293 -0.7 -0.2 0.2
C -3.1663 -0.4877 1.8861 0.3 0.0 0.3
C -4.2720 -0.9239 2.6179 -0.1 0.0 0.1
C -5.4498 -1.2810 1.9986 0.0 0.0 -0.1
C -5.5348 -1.1702 0.6081 -0.1 0.0 0.1
C -4.4614 -0.7314 -0.1355 -0.1 0.0 -0.1
C -3.2519 -0.4122 0.4820 0.3 0.1 -0.1
O -2.2164 -0.0502 -0.2582 -1.1 0.1 0.4
H 2.4089 2.1276 0.4312 -0.1 0.0 0.1
H 4.9074 3.7916 2.2023 0.0 0.0 0.0
H 5.1709 3.6157 4.6607 0.0 0.0 0.0
H 3.6006 2.2044 5.9782 0.0 0.0 0.0
H 1.7600 1.0220 4.7987 0.0 0.0 0.0
H -2.0206 -0.0952 3.7147 -0.1 0.0 0.1
H -4.1870 -0.9741 3.6991 0.0 0.0 0.0
H -6.2925 -1.6317 2.5790 0.0 0.0 0.0
H -6.4553 -1.4334 0.1009 0.0 0.0 0.0
H -4.5235 -0.6383 -1.2118 0.0 0.0 0.0
N 2.8162 -1.0258 -0.6556 0.0 0.1 -0.3
C 2.6668 -0.9644 -2.1000 0.1 0.2 0.5
C 3.6556 -0.0206 -2.8145 0.1 -0.1 0.0
C 3.5345 1.3983 -2.2632 0.0 0.0 -0.2
C 3.8335 2.5489 -3.2354 -0.3 0.1 -0.1
N 3.3052 2.3789 -4.6201 0.5 -0.3 0.4
C 2.0477 2.0421 -4.8952 0.1 0.3 0.3
N 1.0632 2.3826 -4.0970 -0.5 -0.4 0.4
N 1.7559 1.4494 -6.0722 -0.2 -0.4 -0.2
C 1.2649 -0.5219 -2.5173 -0.5 0.0 -0.1
O 1.0329 -0.4511 -3.7213 0.0 0.2 -0.2
O 0.4085 -0.1781 -1.6133 0.3 0.5 0.1
H 2.3770 -0.2506 -0.1753 0.1 -0.1 0.0
H 3.7843 -1.0749 -0.3723 0.1 -0.1 0.0
H 2.7775 -1.9666 -2.5102 0.0 -0.2 -0.1
H 3.4043 -0.0459 -3.8762 0.1 -0.1 0.0
H 4.6685 -0.4179 -2.7070 0.1 0.0 0.0
H 4.1882 1.5387 -1.4020 0.0 0.1 0.0
H 2.5239 1.5305 -1.8807 0.1 0.0 0.0
H 4.9017 2.7047 -3.3594 0.1 0.0 -0.1
H 3.4247 3.4717 -2.8206 0.0 0.0 0.0
H 3.9654 1.9770 -5.2632 0.1 0.0 0.0
H 1.2164 2.4948 -3.0868 0.0 0.4 0.0
H 0.1957 1.8869 -4.2680 0.0 0.1 0.0
H 2.5463 1.0914 -6.5825 0.0 0.0 0.0
H 1.0318 0.7445 -5.9678 0.0 0.1 -0.1
C -3.7126 4.6716 -1.2099 0.1 0.0 0.1
C -3.4543 4.9590 0.2710 -0.1 0.0 -0.2
C -2.0476 4.5573 0.7359 0.1 -0.1 0.0
C -1.8732 4.9094 2.2266 0.1 -0.1 0.1
C -0.5170 4.5154 2.8104 0.0 0.0 -0.1
C -1.0420 5.3596 -0.0345 0.1 0.0 -0.1
O -1.0538 6.5724 -0.0888 0.1 0.1 0.0
N -0.0792 4.6287 -0.6708 -0.2 0.0 0.2
C 0.0379 3.2360 -0.7197 -0.6 -0.1 0.3
O 1.0143 2.8330 -1.3561 0.2 -0.3 -0.2
N -0.8730 2.4271 -0.1259 0.2 0.9 0.2
C -1.9075 3.0309 0.5899 0.3 -0.1 -0.3
O -2.7599 2.3769 1.1511 -0.1 -0.2 0.1
H -4.7449 4.9015 -1.4773 0.0 0.0 0.0
H -3.5392 3.6159 -1.4416 0.0 0.1 0.0
H -3.0602 5.2740 -1.8503 0.0 0.0 0.0
H -4.1593 4.3995 0.8845 0.0 0.0 0.0
H -3.5788 6.0237 0.4743 0.0 0.0 0.0
H -2.6701 4.3939 2.7649 0.0 0.0 0.0
H -2.0288 5.9848 2.3240 0.0 0.0 0.0
H -0.3727 3.4326 2.7849 0.0 0.0 0.0
H -0.4462 4.8242 3.8545 0.0 0.0 0.0
H 0.3124 4.9867 2.2729 -0.1 0.0 0.0
H 0.6556 5.1384 -1.1343 0.1 0.0 -0.1
O -0.2023 -1.6051 0.5803 0.0 0.3 -0.5
As 0.3889 -3.1140 -0.2586 1.0 -1.0 -0.2
C -1.0083 -3.1868 -2.2720 -0.9 0.4 0.5
C -0.4976 -4.1871 -3.0906 0.2 0.0 0.0
C -1.2409 -4.8012 -4.1028 0.1 0.0 0.0
C -2.5608 -4.4212 -4.3177 0.1 0.0 0.0
C -3.1123 -3.4124 -3.5300 0.1 0.1 0.1
C -2.3417 -2.8076 -2.5351 0.2 -0.2 -0.3
C -0.9677 -4.3630 0.4382 -0.1 0.2 0.2
C -0.8887 -5.7182 0.1360 0.0 0.0 0.0
C -1.8148 -6.6167 0.6499 0.0 0.0 0.0
C -2.8425 -6.1719 1.4747 0.1 0.0 0.0
C -2.9347 -4.8200 1.7780 0.1 0.0 -0.1
C -1.9996 -3.9255 1.2646 0.0 -0.2 0.0
C 1.6373 -3.6308 1.4414 -0.6 0.6 0.4
C 2.5002 -4.7057 1.2701 0.0 0.0 -0.1
C 3.3207 -5.1645 2.3002 0.0 0.0 0.0
C 3.3001 -4.5346 3.5397 0.0 0.0 -0.1
C 2.4615 -3.4415 3.7353 -0.1 0.0 -0.2
C 1.6420 -2.9997 2.6960 0.1 -0.2 -0.1
H 0.5389 -4.5173 -2.9198 -0.2 0.0 0.0
H -0.7994 -5.5844 -4.7189 0.0 0.1 0.1
H -3.1564 -4.9125 -5.0816 0.0 0.0 0.0
H -4.1493 -3.1133 -3.6896 0.1 0.0 0.0
H -2.7945 -2.0187 -1.9443 0.0 0.0 0.1
H -0.1004 -6.0756 -0.5166 0.0 0.0 0.0
H -1.7377 -7.6696 0.4017 0.0 0.0 0.0
H -3.5651 -6.8752 1.8734 0.0 0.0 0.0
H -3.7370 -4.4561 2.4128 0.0 0.0 0.0
H -2.0731 -2.8756 1.5068 0.0 0.1 0.0
H 2.5328 -5.1990 0.2949 0.0 0.0 0.1
H 3.9797 -6.0137 2.1399 0.0 0.0 0.0
H 3.9321 -4.8937 4.3460 0.0 0.0 0.0
H 2.4457 -2.9422 4.7013 0.0 0.0 -0.1
H 0.9923 -2.1436 2.8602 0.0 0.0 0.0
```
Positions in Å, forces in eV/Å.

Output
Relative energy (zero: lowest compared OMol25 entry of this formula, charge and spin)   0.274 eV
Spin multiplicity   1
Total energy   -162823.4156 eV
HOMO energy   -2.851 eV
Largest force on an atom   3.05 eV Å⁻¹
Kohn-Sham gap   4.5 eV
Total charge   -1